A 11-piece molecular cluster, C99H209N11O11 overall, computed with the ωB97M-V functional and the def2-TZVPD basis.

CARTESIAN COORDINATES (ANGSTROEM)
1 C 3.8699 -5.6489 -0.7900
2 C 5.1599 -4.8913 -1.2652
3 C 5.2663 -3.6543 -0.2803
4 C 6.4035 -5.7876 -0.9757
5 C 7.7077 -5.3192 -1.6516
6 C 7.4393 -5.1417 -3.1531
7 C 6.2508 -4.2008 -3.4861
8 C 6.6238 -2.7156 -3.3114
9 C 5.9464 -4.4160 -4.9705
10 N 5.0627 -4.6116 -2.7205
11 O 3.9251 -3.9314 -3.0938
12 H 3.7019 -6.5995 -1.2963
13 H 3.9303 -5.8485 0.2799
14 H 3.0061 -4.9848 -0.8200
15 H 4.5487 -2.8541 -0.4618
16 H 5.2731 -3.9987 0.7538
17 H 6.1885 -3.1033 -0.4647
18 H 6.6014 -5.8632 0.0935
19 H 6.2184 -6.8288 -1.2397
20 H 8.0398 -4.3634 -1.2464
21 H 8.4623 -6.0801 -1.4524
22 H 7.4142 -6.1405 -3.5888
23 H 8.3729 -4.7104 -3.5142
24 H 7.6425 -2.4926 -3.6286
25 H 6.5983 -2.3987 -2.2688
26 H 5.9123 -2.0656 -3.8206
27 H 6.0678 -5.4667 -5.2340
28 H 6.6239 -3.7062 -5.4451
29 H 5.0128 -4.0212 -5.3711
30 H 3.4378 -4.6031 -3.5763
31 C 2.3170 4.9588 5.5043
32 C 3.6406 5.7225 5.2177
33 C 4.1028 6.2223 6.6847
34 C 4.7699 4.7336 4.8940
35 C 4.7018 4.2701 3.4179
36 C 4.7528 5.4263 2.4874
37 C 3.5370 6.4545 2.7461
38 C 3.8210 7.6895 1.9713
39 C 2.2321 5.7745 2.1256
40 N 3.4664 6.7937 4.1800
41 O 2.6279 7.8472 4.4985
42 H 2.4787 4.2528 6.3188
43 H 1.4673 5.6196 5.6756
44 H 1.9364 4.3698 4.6698
45 H 4.1907 5.3447 7.3250
46 H 4.9784 6.8697 6.7322
47 H 3.2478 6.8552 6.9227
48 H 5.7807 5.0609 5.1376
49 H 4.6599 3.9096 5.5990
50 H 5.5655 3.6602 3.1532
51 H 3.7660 3.7436 3.2300
52 H 4.8989 5.2080 1.4295
53 H 5.7006 5.8331 2.8398
54 H 2.9708 8.2718 1.6160
55 H 4.3967 7.4635 1.0737
56 H 4.5174 8.2735 2.5730
57 H 2.1023 4.7195 2.3673
58 H 2.0044 5.7779 1.0597
59 H 1.3743 6.3354 2.4965
60 H 3.1502 8.5305 4.9250
61 C -2.8269 -2.8157 -6.1843
62 C -2.8628 -1.3393 -5.6874
63 C -3.4288 -1.3790 -4.2243
64 C -1.4112 -0.7811 -5.5645
65 C -0.7346 -0.5956 -6.9152
66 C -1.5749 0.4549 -7.7055
67 C -3.1057 0.0681 -7.7731
68 C -4.0454 1.2965 -8.2312
69 C -3.1824 -0.8760 -9.0221
70 N -3.7035 -0.5685 -6.5444
71 O -4.9615 -1.1147 -6.7206
72 H -2.0242 -3.4837 -5.8720
73 H -3.7264 -3.3462 -5.8719
74 H -2.8758 -2.7946 -7.2730
75 H -3.3812 -0.4086 -3.7302
76 H -4.4686 -1.6981 -4.1528
77 H -3.0000 -2.0278 -3.4606
78 H -1.3791 0.1387 -4.9806
79 H -0.7437 -1.4761 -5.0550
80 H 0.3168 -0.3605 -6.7493
81 H -0.8139 -1.4905 -7.5323
82 H -1.0704 0.6528 -8.6513
83 H -1.5154 1.4152 -7.1933
84 H -3.9138 2.1438 -7.5582
85 H -5.0980 1.0144 -8.2059
86 H -3.6773 1.6631 -9.1894
87 H -4.0896 -1.4803 -9.0249
88 H -2.4682 -1.6961 -9.0962
89 H -3.0818 -0.3835 -9.9892
90 H -5.5017 -0.5519 -6.1612
91 C -7.3866 -1.0866 0.0140
92 C -6.0936 -0.4189 0.3723
93 C -5.0236 -1.0919 -0.4690
94 C -6.0366 1.0578 -0.0666
95 C -4.9216 1.9053 0.5790
96 C -4.8967 1.6406 2.1433
97 C -4.8046 0.1937 2.6764
98 C -3.4565 -0.4654 2.4480
99 C -5.1277 0.2256 4.2350
100 N -5.8646 -0.5956 1.8530
101 O -6.0862 -1.8516 2.3761
102 H -7.3325 -2.1708 -0.0844
103 H -8.1967 -1.0355 0.7415
104 H -7.6646 -0.7933 -0.9983
105 H -4.0218 -0.6720 -0.3792
106 H -4.9940 -2.1612 -0.2593
107 H -5.3234 -1.1583 -1.5148
108 H -5.8417 1.0447 -1.1390
109 H -6.9511 1.6243 0.1093
110 H -3.9908 1.6630 0.0661
111 H -5.0758 2.9840 0.5518
112 H -5.8349 2.0742 2.4894
113 H -4.1491 2.2809 2.6115
114 H -2.7387 -0.2193 3.2306
115 H -3.1185 -0.2332 1.4381
116 H -3.6364 -1.5404 2.4553
117 H -6.1323 0.5574 4.4971
118 H -4.3819 0.7944 4.7903
119 H -5.0201 -0.7791 4.6437
120 H -6.8283 -1.6367 2.9459
121 C 0.2156 -5.7756 -1.5716
122 C -0.4392 -6.6100 -2.7287
123 C -1.0005 -5.5277 -3.6620
124 C 0.7154 -7.3920 -3.3371
125 C 0.3858 -8.4654 -4.3911
126 C -0.7149 -9.3923 -3.8141
127 C -1.8810 -8.7452 -2.9544
128 C -2.9680 -8.2981 -3.9517
129 C -2.3851 -9.8711 -2.0524
130 N -1.3794 -7.6145 -2.1868
131 O -2.4368 -7.1493 -1.4119
132 H 1.1260 -5.2351 -1.8305
133 H -0.4379 -4.9962 -1.1797
134 H 0.4870 -6.4072 -0.7257
135 H -0.3050 -4.7021 -3.8126
136 H -1.1741 -5.9064 -4.6693
137 H -1.8738 -5.0136 -3.2606
138 H 1.3736 -6.8436 -4.0109
139 H 1.1567 -7.8982 -2.4786
140 H -0.0196 -7.8944 -5.2264
141 H 1.2008 -9.0584 -4.8061
142 H -0.1393 -10.0860 -3.2013
143 H -1.0692 -9.8986 -4.7120
144 H -2.5514 -7.9291 -4.8889
145 H -3.7259 -7.6354 -3.5339
146 H -3.5040 -9.1622 -4.3443
147 H -3.3608 -9.6039 -1.6467
148 H -1.6665 -10.0621 -1.2553
149 H -2.6246 -10.7947 -2.5793
150 H -2.2776 -7.5780 -0.5678
151 C -0.5363 -5.2357 1.9198
152 C -1.2399 -4.7794 3.1717
153 C -0.5743 -3.5411 3.7367
154 C -2.6580 -4.4758 2.5871
155 C -3.5787 -4.4017 3.7227
156 C -3.6026 -5.6551 4.5083
157 C -2.2252 -6.2068 5.0955
158 C -1.9300 -5.4836 6.4642
159 C -2.3602 -7.7351 5.3423
160 N -1.1537 -5.9458 4.1017
161 O 0.0889 -6.1862 4.5465
162 H -0.9989 -6.1638 1.5841
163 H -0.6555 -4.5459 1.0843
164 H 0.4939 -5.5378 2.1079
165 H -1.1620 -2.9820 4.4649
166 H 0.4226 -3.6747 4.1567
167 H -0.5140 -2.7887 2.9504
168 H -2.7071 -3.5555 2.0051
169 H -3.1200 -5.3068 2.0540
170 H -3.4615 -3.4878 4.3051
171 H -4.5424 -4.1911 3.2590
172 H -4.0802 -6.5293 4.0657
173 H -4.2651 -5.4756 5.3551
174 H -1.9575 -4.3983 6.3663
175 H -1.0423 -5.8763 6.9600
176 H -2.7804 -5.6510 7.1251
177 H -2.2918 -8.1394 4.3323
178 H -3.2885 -8.0229 5.8358
179 H -1.5384 -8.2300 5.8598
180 H 0.3567 -6.8452 3.9018
181 C 1.2539 2.2592 1.1781
182 C 0.3448 1.2099 0.3924
183 C -1.1937 1.5578 0.5938
184 C 0.5753 1.4560 -1.1016
185 C 0.0861 0.3009 -1.9876
186 C 0.5632 -1.1016 -1.5608
187 C 0.4375 -1.4505 -0.1071
188 C -1.0410 -1.8892 0.1269
189 C 1.4549 -2.5230 0.2923
190 N 0.6347 -0.2482 0.7393
191 O 0.5225 -0.5224 2.1477
192 H 1.0305 3.2720 0.8427
193 H 1.0623 2.2708 2.2511
194 H 2.3213 2.0576 1.0883
195 H -1.2770 2.5565 0.1650
196 H -1.8983 0.9644 0.0112
197 H -1.4799 1.5130 1.6446
198 H -0.0172 2.3247 -1.3887
199 H 1.6350 1.6605 -1.2540
200 H -0.9994 0.2415 -2.0672
201 H 0.4726 0.4888 -2.9893
202 H 1.5406 -1.3518 -1.9733
203 H -0.0164 -1.8825 -2.0531
204 H -1.2495 -2.8582 -0.3264
205 H -1.7313 -1.1418 -0.2642
206 H -1.2585 -2.0664 1.1801
207 H 2.3879 -2.0935 0.6573
208 H 1.8111 -3.2851 -0.4008
209 H 1.1155 -2.9286 1.2454
210 H 1.4662 -0.6240 2.2914
211 C 4.1395 2.8622 -2.8429
212 C 3.2762 4.0728 -3.1804
213 C 2.5993 4.4802 -1.8533
214 C 4.1789 5.2769 -3.5774
215 C 4.6508 5.1916 -5.0502
216 C 3.3969 4.9010 -5.9571
217 C 2.4956 3.7135 -5.5383
218 C 1.2003 3.8700 -6.3875
219 C 3.1334 2.3431 -5.9076
220 N 2.1933 3.7990 -4.1298
221 O 1.3002 2.7690 -3.7801
222 H 3.5849 1.9331 -2.7110
223 H 4.7970 2.5366 -3.6490
224 H 4.6515 2.9056 -1.8817
225 H 3.1806 4.2854 -0.9520
226 H 2.1509 5.4736 -1.8662
227 H 1.7373 3.8601 -1.6074
228 H 3.8790 6.3048 -3.3731
229 H 5.1323 5.2946 -3.0494
230 H 5.2306 6.0253 -5.4461
231 H 5.3018 4.3174 -5.0428
232 H 3.8528 4.5459 -6.8813
233 H 2.7684 5.7755 -6.1258
234 H 1.4214 4.2074 -7.4001
235 H 0.4991 4.6375 -6.0599
236 H 0.5976 2.9649 -6.3128
237 H 2.8770 2.2291 -6.9609
238 H 2.7279 1.5499 -5.2797
239 H 4.1999 2.5658 -5.8726
240 H 0.4594 3.2289 -3.7249
241 C 6.1847 0.0597 4.9981
242 C 4.7680 -0.3468 5.5632
243 C 4.7044 0.3879 6.9619
244 C 3.7875 0.1890 4.4587
245 C 3.6034 -0.7165 3.1366
246 C 3.3867 -2.1211 3.5058
247 C 4.4420 -2.7100 4.5878
248 C 3.7555 -4.0058 5.1563
249 C 5.6879 -3.1493 3.8411
250 N 4.6803 -1.7896 5.7125
251 O 5.5220 -2.2973 6.6537
252 H 6.2656 -0.3389 3.9868
253 H 6.2030 1.1487 4.9532
254 H 7.0091 -0.2305 5.6494
255 H 5.6598 0.6828 7.3958
256 H 4.1115 1.3001 6.8956
257 H 4.2985 -0.2530 7.7447
258 H 2.7747 0.3900 4.8077
259 H 4.0651 1.1452 4.0152
260 H 2.8281 -0.3007 2.4931
261 H 4.4975 -0.7976 2.5184
262 H 3.4161 -2.7870 2.6434
263 H 2.3608 -2.1587 3.8722
264 H 3.3506 -4.7754 4.4991
265 H 2.9250 -3.5771 5.7171
266 H 4.3241 -4.6200 5.8545
267 H 6.2074 -2.3681 3.2862
268 H 5.4340 -3.9620 3.1605
269 H 6.4718 -3.5165 4.5035
270 H 4.8726 -2.7633 7.1854
271 C -3.6423 2.8218 -2.4183
272 C -3.2745 3.6393 -3.6191
273 C -2.5715 2.7345 -4.7064
274 C -4.5734 4.1583 -4.2959
275 C -5.3488 5.2156 -3.4289
276 C -4.4624 6.3587 -3.0494
277 C -3.0220 6.0225 -2.4368
278 C -2.2447 7.3201 -2.6484
279 C -3.1802 5.6279 -0.8889
280 N -2.4704 4.8939 -3.3084
281 O -1.2229 4.5431 -2.8406
282 H -3.6880 3.3513 -1.4667
283 H -4.5594 2.2969 -2.6854
284 H -2.8460 2.1039 -2.2217
285 H -3.2328 2.0862 -5.2812
286 H -2.0187 3.3848 -5.3843
287 H -1.6752 2.2018 -4.3884
288 H -4.3636 4.6057 -5.2675
289 H -5.1159 3.2193 -4.4056
290 H -6.2272 5.5879 -3.9561
291 H -5.7240 4.7480 -2.5187
292 H -5.0361 7.0249 -2.4051
293 H -4.4205 6.9000 -3.9946
294 H -1.2112 7.1751 -2.3337
295 H -2.7173 8.0859 -2.0333
296 H -2.1519 7.6204 -3.6921
297 H -3.1281 6.5103 -0.2511
298 H -2.3954 4.9465 -0.5606
299 H -4.1182 5.1906 -0.5469
300 H -0.5930 4.9158 -3.4619
301 C -3.3441 7.3507 4.4351
302 C -3.6970 5.8648 4.3026
303 C -5.0669 5.7649 3.5913
304 C -2.7250 5.1561 3.3230
305 C -1.3755 4.9050 4.0108
306 C -1.6188 3.9664 5.2564
307 C -2.5710 4.5658 6.3235
308 C -3.0312 3.4864 7.2372
309 C -1.7387 5.6904 7.1038
310 N -3.7532 5.1300 5.6891
311 O -4.6144 5.7497 6.6377
312 H -4.0115 7.9358 5.0678
313 H -2.3343 7.4729 4.8268
314 H -3.4015 7.8452 3.4654
315 H -5.0515 5.7504 2.5015
316 H -5.4803 4.8025 3.8929
317 H -5.5883 6.6308 3.9994
318 H -3.1390 4.1648 3.1388
319 H -2.6824 5.6994 2.3790
320 H -0.7129 4.4201 3.2939
321 H -0.9378 5.8429 4.3526
322 H -0.6684 3.5780 5.6225
323 H -2.1471 3.0753 4.9175
324 H -2.1630 3.1473 7.8024
325 H -3.5579 2.6730 6.7383
326 H -3.7643 3.8658 7.9491
327 H -1.5887 6.5247 6.4187
328 H -0.7526 5.4250 7.4850
329 H -2.1838 6.0866 8.0164
330 H -5.2363 5.0672 6.9003

Computed properties:
LUMO: 0.0145 hartree
Orbital gap: 8.185 eV
HOMO: -7.79 eV
M: 1729.83 u
Total charge: 0
Calculated total energy: -144945.678 eV

Here are the Mulliken charges for atoms 1 to 2, given in e: -1.163, 1.838